# 1
12
Properties=species:S:1:pos:R:3 method="wB97M-V/def2-TZVPD" e_tot_ev=-23343.935 orbital_gap_ev="6.4 / 6.4" e_homo_ha="-0.2494 / -0.2494" charge=0
S -1.199 0.479 -0.534
P -0.726 1.494 2.782
C -0.380 -0.404 -1.895
C -0.201 0.398 0.775
C 1.133 -0.325 0.735
H 0.173 -1.209 -1.451
H 1.728 -0.127 1.724
H 0.141 0.349 -2.627
H 1.788 0.035 -0.222
H -1.248 -0.859 -2.560
H -2.045 1.548 2.504
H 0.835 -1.378 0.769

***

# 2
110
Properties=species:S:1:pos:R:3 method="wB97M-V/def2-TZVPD" e_tot_ev=-78498.491 orbital_gap_ev=8.8 e_homo_ha=-0.3904 charge=+1
Ba 0.363 -0.309 0.141
S 4.290 -0.451 0.621
S 0.977 -4.112 -1.297
O 2.917 -0.606 0.025
O 0.945 -2.685 -0.812
N -1.697 -1.144 1.657
N -2.184 1.742 0.901
N 0.667 2.111 1.277
N -0.087 1.811 2.382
N -1.715 1.265 -0.280
N -1.867 -0.147 2.576
C 1.437 3.283 3.020
C 3.646 0.941 4.899
C 4.027 0.058 2.315
C 4.901 -2.160 0.917
C 3.823 -3.212 0.670
C -3.240 2.559 0.685
C -1.951 2.796 -3.439
C -3.465 0.802 -3.284
C 2.673 0.162 4.286
C -2.329 -3.527 1.375
C 2.864 -0.285 2.990
C -2.468 1.783 -1.239
C 0.598 -5.016 -5.198
C 3.695 -3.587 -0.807
C 4.805 1.283 4.216
C 1.429 -2.756 -5.073
C -4.008 3.251 1.762
C -1.018 0.555 -2.878
C 2.695 -4.713 -1.053
C -3.478 -4.419 1.845
C 0.577 -5.089 -3.812
C -3.452 2.613 -0.678
C -2.352 -2.209 2.109
C -2.223 1.483 -2.695
C 1.001 -3.992 -3.076
C 1.418 -2.820 -3.688
C -2.462 -3.287 -0.133
C 1.593 4.819 -0.012
C 4.998 0.849 2.912
C 2.941 2.768 -0.445
C 1.565 3.014 1.647
C -0.996 -4.227 1.679
C 2.445 3.720 0.642
C -0.187 2.438 4.823
C 0.377 2.516 3.446
C -2.654 -0.589 3.588
C 3.651 4.350 1.342
C -3.120 0.221 4.753
C -2.967 -1.908 3.331
C 1.024 -3.853 -5.824
B -1.595 1.353 2.264
H 5.746 -2.295 0.241
H -0.942 -5.185 1.158
H 3.619 2.028 -0.022
H 1.716 -1.972 -3.084
H 0.269 -5.862 -5.786
H 5.554 1.902 4.693
H -3.371 3.914 2.347
H 5.886 1.130 2.359
H -3.759 1.048 4.443
H -3.460 -5.364 1.300
H -0.102 1.012 -2.482
H -3.318 0.594 -4.346
H 2.936 -5.280 -1.950
H -3.382 -2.748 -0.361
H 0.742 4.377 -0.534
H 2.021 3.955 3.626
H 5.275 -2.180 1.938
H -4.343 1.440 -3.181
H -1.208 2.819 4.861
H -2.187 1.965 3.101
H -0.159 -3.603 1.352
H -2.293 0.641 5.321
H 1.753 -1.850 -5.568
H 3.489 3.330 -1.204
H -1.624 -2.696 -0.506
H 2.654 -5.407 -0.211
H -3.695 -0.425 5.413
H 1.207 5.507 0.742
H -4.217 3.178 -1.183
H 1.030 -3.797 -6.904
H 0.429 3.035 5.494
H -4.799 3.843 1.307
H -3.582 -2.544 3.944
H -0.889 -4.409 2.750
H 1.766 -0.098 4.815
H -0.856 0.372 -3.941
H -2.793 3.481 -3.340
H -3.396 -4.646 2.909
H 2.188 5.390 -0.728
H 4.095 -4.106 1.237
H 3.423 -2.708 -1.394
H -1.065 3.291 -3.036
H 2.861 -2.869 1.055
H -2.474 -4.242 -0.665
H -0.203 1.411 5.189
H 2.112 -0.892 2.500
H -1.792 2.604 -4.502
H -3.669 -0.139 -2.770
H 4.671 -3.925 -1.163
H 0.229 -5.983 -3.309
H 4.291 4.844 0.609
H -4.464 2.535 2.447
H 3.342 5.099 2.072
H 4.238 3.587 1.858
H 2.113 2.254 -0.937
H -1.190 -0.422 -2.410
H -4.442 -3.940 1.667
H 3.494 1.294 5.910

***

# 3
62
Properties=species:S:1:pos:R:3 method="wB97M-V/def2-TZVPD" e_tot_ev=-73846.544 orbital_gap_ev="3.5 / 5.1" e_homo_ha="-0.0399 / -0.0986" s2=6.132 multiplicity=5 charge=-1
Fe 1.468 3.177 2.291
Si -2.879 -1.195 -2.665
O -1.482 -2.173 -0.471
C -1.957 -4.471 0.027
C -3.768 0.414 -3.000
C 3.331 3.764 2.671
C 2.695 1.781 1.542
C -0.264 3.070 3.231
C -2.200 -5.199 2.326
C 5.187 0.755 -2.008
C 2.418 1.625 2.983
C 0.328 4.613 1.557
C -3.399 -0.848 0.123
C 3.214 3.154 1.372
C -1.631 -2.880 1.852
C -0.313 2.382 1.948
C 2.413 0.807 0.538
C -2.238 -5.475 0.955
C -2.572 -1.379 -0.791
C 2.852 2.816 3.665
C 4.567 0.027 -3.035
C -1.892 -3.907 2.770
C 2.508 -0.020 -1.756
C 4.486 1.110 -0.858
C 0.055 3.337 0.914
C -3.932 -2.653 -3.189
C -1.218 -1.239 -3.517
C 0.128 4.448 2.988
C 3.215 -0.331 -2.908
C -1.680 -3.186 0.496
C 3.132 0.670 -0.674
H -1.344 -1.180 -4.609
H 3.537 3.547 0.411
H -4.234 -0.249 -0.249
H -3.273 -0.972 1.197
H 0.556 5.544 1.046
H -2.411 -5.993 3.045
H -3.182 1.279 -2.655
H 5.131 -0.258 -3.927
H 2.717 -0.867 -3.717
H -4.895 -2.665 -2.658
H 1.453 -0.287 -1.647
H -3.919 0.521 -4.086
H -0.688 -2.174 -3.284
H -2.473 -6.476 0.589
H 3.773 4.734 2.886
H -1.406 -1.857 2.170
H 6.234 1.045 -2.110
H -3.421 -3.604 -2.984
H -4.756 0.453 -2.519
H -0.647 1.361 1.779
H 2.878 2.970 4.740
H 0.180 5.238 3.733
H -0.550 2.645 4.190
H 2.062 0.690 3.407
H 1.635 0.072 0.777
H -0.585 -0.398 -3.200
H -1.850 -3.689 3.839
H 0.047 3.149 -0.156
H -1.975 -4.649 -1.053
H -4.140 -2.603 -4.269
H 4.973 1.682 -0.063